(1)
Here is a cluster of 2 separate species, C7H17N3 in total from the OMol25 dataset. Energies are from ωB97M-V with the def2-TZVPD basis set.

The geometry in XYZ format:
```
27
Properties=species:S:1:pos:R:3:mulliken_charge:R:1
N 1.37427 0.10523 -2.09005 -0.55
N 0.44204 1.92106 -0.83629 -0.54
N 2.59570 0.90411 -0.11815 -0.89
C 1.52013 -0.03485 0.39252 1.16
C 1.68883 -1.52588 0.25996 -1.43
C -2.26605 -0.42656 -0.83164 -0.66
C -2.44213 -0.72924 0.61815 0.17
C 0.99873 0.44562 1.71953 -1.67
C -3.53959 -0.49175 1.31263 -0.86
C 1.33384 0.79215 -0.82926 0.36
H -3.61786 -0.72557 2.36222 0.27
H -0.08649 0.49073 1.73122 0.29
H 0.44281 -0.19163 -2.35831 0.27
H -1.59180 -1.20100 1.10338 0.18
H 3.36679 0.47068 -0.61616 0.29
H -1.50951 0.34860 -0.96551 0.05
H 2.41032 -1.88797 0.99354 0.37
H 0.73459 -2.01783 0.44840 0.24
H 1.35715 -0.18828 2.52523 0.34
H 0.31362 2.28665 0.09837 0.24
H 0.83420 2.66772 -1.40251 0.24
H -1.91983 -1.30880 -1.37033 0.22
H 1.72799 0.72065 -2.81481 0.26
H 2.02264 -1.78116 -0.74336 0.44
H 1.41359 1.46510 1.82820 0.58
H -3.19960 -0.08498 -1.27607 0.37
H -4.40436 -0.02278 0.85908 0.27
```

**Energy above the lowest of the compared OMol25 structures with the same formula, charge and spin**: 43.2 kcal/mol
**DFT total energy**: -441.13028 a.u.
**Highest occupied orbital energy**: -9.4 eV
**M**: 143.23 g mol⁻¹
**Maximum force**: 0.0190 Eh/bohr

(2)
Here is a structure of composition C23H26N7OSSe3TaTe from the OMol25 dataset. Energies are from ωB97M-V with the def2-TZVPD basis set.

The geometry in XYZ format:
```
63
Properties=species:S:1:pos:R:3:mulliken_charge:R:1
Ta 0.27525 0.72692 0.20569 0.64
Te 1.82595 3.73937 2.05241 0.03
Se -0.42574 2.94042 1.17755 -0.03
Se 2.35629 0.02072 1.55765 -0.16
Se 2.33879 1.61971 3.30129 -0.08
S -0.10171 1.61980 -2.34612 -0.34
O 1.90974 1.92499 -0.63485 -0.36
N -2.08506 1.66626 -4.07210 0.30
N -1.34141 -0.37420 -0.37931 0.18
N -2.45466 2.99547 -2.22578 0.57
N -0.66191 -1.69706 -2.27268 -0.31
N 1.33877 -0.81639 -1.24187 0.48
N -2.94147 0.62476 1.14023 -0.37
N -0.83786 0.05349 2.12817 0.11
C -1.52300 -1.06883 -1.58930 -0.50
C -0.87012 -0.44406 4.48632 -1.04
C -3.59200 -0.22836 -1.02385 0.06
C -4.97748 -1.31268 -3.12566 -0.84
C 1.36951 -2.73429 -2.70229 -0.68
C -5.64133 -0.55619 -2.15416 -0.77
C 3.41930 -1.80894 -1.98378 -1.08
C -0.26334 -0.43623 3.25185 -0.51
C -3.00527 2.42782 -4.92467 -1.21
C -2.61840 0.10312 0.02497 -0.01
C -1.90748 4.18515 -1.58508 -1.21
C -4.95888 -0.01469 -1.07296 0.23
C -3.91098 2.96681 -2.30742 -1.27
C 2.69761 -0.86069 -1.30678 -0.11
C 2.73686 -2.80276 -2.67487 -0.43
C -3.61198 -1.55277 -3.04210 0.09
C -2.78452 0.50418 3.47347 -0.67
C 0.68812 -1.72874 -2.01190 0.01
C -1.68047 2.12582 -2.89835 0.28
C -1.51136 0.50147 -4.74519 -0.99
C -2.13665 0.42427 2.24901 0.29
C -2.14184 0.08972 4.61564 -0.34
C -2.93865 -0.98476 -1.97446 0.50
H 2.80111 1.93464 -0.26028 0.38
H 0.72108 -0.84683 3.14558 0.88
H -4.01282 2.01347 -4.89494 0.35
H -5.54797 -1.74077 -3.93796 0.47
H -3.09777 -2.17500 -3.76030 0.69
H -2.32255 -0.03018 -5.24026 0.43
H -2.11875 5.05445 -2.21310 0.27
H -3.80687 0.84988 3.47230 0.54
H 1.82356 2.47146 -1.43077 0.27
H 3.26637 -3.58278 -3.20326 0.46
H 4.49700 -1.76184 -1.96478 0.47
H -4.23691 2.02941 -2.74452 0.31
H -2.63032 2.36483 -5.94483 0.42
H -0.83394 4.08290 -1.46324 0.44
H -2.63165 0.14054 5.57738 0.48
H -4.31306 3.80176 -2.88366 0.45
H -4.29606 3.03262 -1.28845 0.37
H -0.33317 -0.85136 5.32883 0.46
H -3.02231 3.47087 -4.62291 0.39
H -0.79334 0.83429 -5.49564 0.37
H 3.23276 -0.10008 -0.77391 0.40
H -2.37486 4.33481 -0.61353 0.37
H -1.02065 -0.15843 -4.03628 0.27
H -6.70928 -0.41119 -2.24037 0.47
H 0.76587 -3.42645 -3.26933 0.54
H -5.46738 0.54284 -0.29941 0.58
```

**Energy above the lowest of the compared OMol25 structures with the same formula, charge and spin**: 6.4 kcal/mol
**DFT total energy**: -9277.74726 a.u.
**Highest occupied orbital energy**: -13.4 eV
**Charge**: +2
**M**: 994.00 g mol⁻¹
**Maximum force**: 0.0100 Eh/bohr

(3)
Here is a structure of composition C25H21CoF4N2 from the OMol25 dataset. Energies are from ωB97M-V with the def2-TZVPD basis set.

The geometry in XYZ format:
```
53
Properties=species:S:1:pos:R:3:mulliken_charge:R:1
Co 0.05059 -0.77903 -0.37524 0.08
F -0.74800 -0.36972 4.21072 -0.33
F 1.65523 1.15136 0.42630 -0.43
F 3.63717 2.02181 2.05439 -0.32
F 1.19792 0.54388 5.78445 -0.31
N -2.10428 -0.84291 -0.71548 0.51
N -0.51758 -0.11528 1.33540 -0.21
C -2.54743 -2.24344 -0.71905 -1.18
C 4.92293 -3.11116 -4.26734 -0.21
C 2.56792 1.42054 2.58630 0.12
C 4.85084 -1.90058 -0.07525 -0.62
C 0.39761 0.32421 2.24142 0.49
C 7.32352 -1.24681 -1.14734 -0.68
C 1.42940 -1.67105 -1.29157 -0.87
C 3.82329 -1.96837 -2.32754 -0.47
C -1.90325 -0.33099 1.69661 -0.49
C 7.18584 -1.40587 0.22558 -0.47
C 6.24032 -1.42846 -1.98592 -0.18
C 2.46874 1.28967 3.96072 -0.50
C 2.92864 -1.81875 -4.63778 -0.60
C 4.97028 -3.41618 -5.61604 -0.66
C 2.55116 -1.80889 -1.77159 1.10
C -2.45678 -0.21461 -1.99649 -1.09
C 1.56852 0.96210 1.76725 0.23
C 0.31575 0.23368 3.64101 0.54
C -2.71075 -0.11695 0.41937 -1.12
C 1.32838 0.69586 4.45905 0.04
C 3.90900 -2.29007 -3.75106 0.40
C 4.98059 -1.78674 -1.47083 0.61
C 2.98744 -2.11696 -5.98630 -0.55
C 4.01159 -2.91183 -6.48430 -0.44
C 5.94037 -1.72175 0.75448 -0.60
H 3.24671 1.65220 4.61537 0.49
H -3.53806 -0.25788 -2.17411 0.34
H -3.63877 -2.30457 -0.79951 0.37
H 8.03784 -1.27045 0.87902 0.39
H -2.14159 0.82775 -1.99547 0.37
H -1.94378 -0.73096 -2.80773 0.30
H -2.23742 -2.73747 0.20198 0.31
H -2.07888 -1.33103 2.11197 0.32
H 6.34238 -1.25515 -3.04735 0.54
H -3.75287 -0.42569 0.55740 0.33
H 2.13052 -1.20413 -4.24332 0.38
H 4.05732 -3.14657 -7.54001 0.37
H 3.87908 -2.14174 0.33697 0.41
H -2.68395 0.94725 0.18516 0.43
H 2.23356 -1.72803 -6.65943 0.37
H 5.82366 -1.82557 1.82610 0.40
H 5.75542 -4.05903 -5.99384 0.38
H 5.65268 -3.53783 -3.59279 0.55
H 8.28142 -0.96365 -1.56582 0.38
H -2.24899 0.38848 2.44179 0.42
H -2.10192 -2.77233 -1.56034 0.31
```

**Energy above the lowest of the compared OMol25 structures with the same formula, charge and spin**: 1.6 kcal/mol
**DFT total energy**: -2856.86979 a.u.
**Highest occupied orbital energy (alpha / beta)**: -6.5 / -7.9 eV
**M**: 484.38 g mol⁻¹
**2S+1**: 5
**Maximum force**: 0.0258 Eh/bohr

(4)
Here is a cluster of 2 separate species, CH3NS2 in total from the OMol25 dataset. Energies are from ωB97M-V with the def2-TZVPD basis set.

The geometry in XYZ format:
```
7
Properties=species:S:1:pos:R:3:mulliken_charge:R:1
S -0.32725 1.19383 -0.11188 0.10
S -2.69379 -0.77602 -0.02839 -0.07
N 1.30561 0.69666 0.08502 -0.52
C -1.14545 -0.27283 0.02394 -0.13
H 1.26846 -0.05094 -0.54079 0.26
H -0.00908 -1.17383 -0.41556 0.07
H 1.60148 0.38314 0.98767 0.29
```

**Energy above the lowest of the compared OMol25 structures with the same formula, charge and spin**: 41.6 kcal/mol
**DFT total energy**: -890.84729 a.u.
**Highest occupied orbital energy (alpha / beta)**: -6.7 / -9.2 eV
**M**: 93.18 g mol⁻¹
**2S+1**: 3
**Maximum force**: 0.0875 Eh/bohr

(5)
Here is a cluster of 2 separate species, C5H6O2 in total from the OMol25 dataset. Energies are from ωB97M-V with the def2-TZVPD basis set.

The geometry in XYZ format:
```
13
Properties=species:S:1:pos:R:3:mulliken_charge:R:1
O 2.53671 -0.94927 0.96458 -0.39
O 2.80434 0.11738 -1.09021 -0.40
C 0.15334 1.96104 -0.41932 -0.75
C -1.66686 -1.23309 -0.00924 -1.02
C 2.65670 -0.41097 -0.06109 0.79
C -0.29460 0.85053 0.11309 -0.03
C -0.72772 -0.25744 0.65221 0.04
H -1.23143 -2.23740 -0.05251 0.28
H -2.59825 -1.30778 0.56275 0.31
H -0.40897 -0.48963 1.66850 0.35
H -0.39652 2.89455 -0.33078 0.24
H -1.91323 -0.91829 -1.02603 0.34
H 1.08648 1.98036 -0.97197 0.26
```

**Energy above the lowest of the compared OMol25 structures with the same formula, charge and spin**: 18.2 kcal/mol
**DFT total energy**: -344.57288 a.u.
**Highest occupied orbital energy**: -9.6 eV
**M**: 98.10 g mol⁻¹
**Maximum force**: 0.0155 Eh/bohr

(6)
Here is an isolated molecule of C4H10N2O from the OMol25 dataset. Energies are from ωB97M-V with the def2-TZVPD basis set.

The geometry in XYZ format:
```
17
Properties=species:S:1:pos:R:3:mulliken_charge:R:1
O -0.49432 -1.58935 1.66651 -0.64
N 0.26082 -0.66438 -0.25897 -0.18
N 0.37325 2.10358 -0.80211 -0.58
C -1.76399 -2.00417 -0.32921 -1.04
C 1.25434 0.16804 0.39173 -0.75
C -0.61560 -1.41692 0.46891 0.68
C 0.76495 1.59253 0.52866 -0.39
H 2.16607 0.11674 -0.21354 0.32
H -1.45924 -2.99179 -0.68656 0.26
H -0.03242 3.02836 -0.73088 0.22
H -0.10461 1.66257 1.17227 0.35
H -2.59960 -2.12425 0.35735 0.31
H -2.01743 -1.41520 -1.20376 0.33
H 0.08721 -0.54910 -1.24049 0.27
H 1.18928 2.20842 -1.40225 0.20
H 1.57341 2.21134 0.93769 0.31
H 1.41787 -0.33641 1.34468 0.33
```

**Energy above the lowest of the compared OMol25 structures with the same formula, charge and spin**: 14.8 kcal/mol
**DFT total energy**: -343.17782 a.u.
**Highest occupied orbital energy**: -9.5 eV
**M**: 102.14 g mol⁻¹
**Maximum force**: 0.0213 Eh/bohr